Density functional theory data (the ωB97M-V functional and the def2-TZVPD basis) for one molecule with the formula C4H11NO2.

2S+1 ... 1
E_HOMO ... -9.0 eV
Lowest unoccupied orbital energy ... 0.03190 Eh
SMILES ... N[C@@H](CO)CCO
M ... 105.1 g mol⁻¹
Kohn-Sham gap ... 9.86 eV
Max |F| ... 7.08 eV/A

Last column: Mulliken charge in e.
CARTESIAN COORDINATES (ANGSTROEM)
C  1.8157  0.6073  -0.6684  -0.6380
O  2.6678  1.8427  -0.5368  -0.5477
C  0.4433  0.5906  0.2836  0.4916
C  -0.4093  -0.6745  -0.4059  -0.9377
C  -1.9817  -0.7762  -0.1515  -0.4997
O  -2.4234  -1.1855  1.1760  -0.5432
N  0.6344  0.2376  1.5677  -0.5712
H  2.4137  -0.2560  -0.5500  0.3984
H  1.5351  0.5003  -1.7403  0.2855
H  2.4746  2.4773  -1.2848  0.2984
H  -0.3690  1.4861  0.0678  0.1732
H  -0.1872  -0.5583  -1.5393  0.3531
H  0.0977  -1.7055  -0.2983  0.3762
H  -2.5562  0.1673  -0.1784  0.2559
H  -2.5033  -1.3941  -0.9706  0.3073
H  -2.3724  -2.1247  1.3308  0.3008
H  0.8410  1.0944  2.1595  0.2703
H  -0.1208  -0.3289  1.7390  0.2268

Force components x, y, z for each atom (eV/Å):
C -1.8425 3.1722 -0.5035
O -1.2233 -0.7797 -0.9090
C -1.6856 -0.7134 -6.8438
C 0.7579 0.1003 -1.7388
C -0.6030 -0.2438 -0.3438
O 0.6986 0.4348 -0.4841
N 3.1183 2.5581 2.8700
H 0.7766 -0.7710 1.1679
H -0.2472 0.5178 0.6048
H 0.0628 -1.3672 1.3021
H 2.4153 -1.4379 0.2806
H -1.1204 0.0882 1.6027
H -0.7200 1.4874 0.7224
H 1.0397 0.1171 -0.5032
H 1.0609 0.4620 1.1912
H 0.2504 -0.4976 -0.2748
H -0.7746 -2.0269 -0.4395
H -1.9640 -1.1005 2.2988

***

Density functional theory data (the ωB97M-V functional and the def2-TZVPD basis) for C20H68B4N4O6SnZn as an isolated structure.

2S+1 ... 1
E_HOMO ... -8.3 eV
Lowest unoccupied orbital energy ... -0.24964 Eh
M ... 688.1 g mol⁻¹
Kohn-Sham gap ... 1.54 eV
Max |F| ... 5.27 eV/A

Last column: Mulliken charge in e.
CARTESIAN COORDINATES (ANGSTROEM)
Sn  -22.1968  15.4972  2.6562  1.1685
Zn  -24.7031  24.0603  1.7247  0.9141
B  -21.9337  25.5706  -0.1612  0.2662
H  -22.2695  24.6871  -0.6816  -0.2238
H  -21.0326  25.9288  -0.6345  -0.1017
H  -22.6957  26.3330  -0.2098  -0.2981
H  -21.7845  25.2756  0.8659  -0.2590
B  -24.5700  24.8625  5.2389  0.2480
H  -24.2854  25.6778  4.5920  -0.2355
H  -23.8619  24.0537  5.1461  -0.1955
H  -24.6798  25.2084  6.2551  -0.1132
H  -25.4958  24.4554  4.8628  -0.2883
B  -24.9770  20.4464  1.6537  0.2479
H  -25.3076  21.0039  0.7911  -0.2860
H  -23.9547  20.6573  1.9270  -0.2422
H  -25.6028  20.7326  2.4848  -0.2265
H  -25.1087  19.4076  1.3934  -0.2045
B  -20.9215  18.2910  7.6212  -0.0187
H  -20.7636  17.2351  7.4652  -0.1046
H  -21.5599  18.4596  8.4746  -0.1048
H  -19.9685  18.7569  7.8186  -0.0593
H  -21.3684  18.7462  6.7509  -0.0714
C  -25.4659  20.6446  9.6878  -0.7636
O  -25.0749  21.7482  10.5152  -0.2458
C  -25.0542  21.3757  11.9147  -0.5743
C  -24.2729  22.5110  12.7334  -0.7524
N  -23.0904  22.7928  11.9481  -0.0005
C  -22.5601  24.1111  12.1909  -0.7476
C  -21.2653  24.3982  11.3653  -0.6732
O  -21.6565  24.2497  10.0319  -0.2176
C  -20.5474  24.2962  9.1885  -0.7972
H  -26.4706  20.2784  9.8987  0.2998
H  -24.6489  19.9241  9.6480  0.2918
H  -25.5658  20.9074  8.6347  0.2592
H  -24.4895  20.4502  12.0276  0.3665
H  -26.0767  21.3046  12.2856  0.3949
H  -24.0962  22.3152  13.7910  0.3929
H  -24.8584  23.4281  12.6682  0.3676
H  -22.3358  22.1349  12.0816  0.1821
H  -22.2340  24.3296  13.2078  0.3274
H  -23.3709  24.7908  11.9287  0.4273
H  -20.5059  23.6772  11.6679  0.3744
H  -21.0125  25.4539  11.4633  0.3932
H  -20.0684  25.2749  9.2144  0.3093
H  -21.0388  24.1482  8.2269  0.2462
H  -19.7876  23.5280  9.3323  0.3037
C  -27.1688  28.7012  -1.0483  -0.7317
O  -28.1697  27.8738  -0.4887  -0.3326
C  -28.1693  27.9356  0.9260  -0.6454
C  -28.9800  26.6728  1.3239  -0.6560
N  -28.4316  25.4553  0.6909  -0.2718
C  -29.5575  24.4717  0.6071  -0.7955
C  -30.1895  24.0464  1.9675  -0.4388
O  -31.0158  22.8843  1.7148  -0.3206
C  -31.3370  22.1379  2.8651  -0.7031
H  -26.1956  28.2719  -0.8101  0.3041
H  -27.2085  29.7077  -0.6319  0.2949
H  -27.2185  28.8057  -2.1321  0.2383
H  -28.6327  28.8644  1.2588  0.3888
H  -27.1693  27.8736  1.3553  0.3719
H  -30.0074  26.9479  1.0854  0.3216
H  -28.9319  26.5118  2.4009  0.4312
H  -28.3817  25.7241  -0.2814  0.2798
H  -29.1974  23.5484  0.1533  0.4461
H  -30.3961  24.6720  -0.0598  0.3358
H  -30.7951  24.8838  2.3141  0.3012
H  -29.2926  23.8366  2.5502  0.3434
H  -31.8973  21.2118  2.7368  0.2608
H  -31.8920  22.7646  3.5632  0.2928
H  -30.4162  21.9174  3.4050  0.3046
C  -16.2479  20.4851  2.8544  -1.4678
C  -17.3837  19.7109  2.1285  0.4080
C  -17.5446  19.9180  0.5993  -0.7419
O  -18.6311  19.1946  0.1176  -0.2475
C  -18.7083  19.3104  -1.3209  -0.7728
N  -17.1906  18.2750  2.3872  -0.6956
H  -16.2825  21.5493  2.6214  0.3674
H  -15.2598  20.1612  2.5277  0.3654
H  -16.1888  20.4043  3.9398  0.3814
H  -18.2966  20.0862  2.5909  0.2256
H  -16.6881  19.5857  0.0126  0.3282
H  -17.6324  20.9732  0.3404  0.4052
H  -17.7943  18.9844  -1.8173  0.3317
H  -18.9992  20.3066  -1.6542  0.3122
H  -19.4811  18.5937  -1.5987  0.2273
H  -16.9428  18.1373  3.3566  0.2923
H  -16.2954  18.1202  1.9458  0.2848
C  -28.9884  14.4154  -1.5350  -1.4157
C  -29.2895  13.5269  -0.2793  0.3098
C  -30.4681  12.5492  -0.5556  -0.7484
O  -30.5436  11.5955  0.4789  -0.3226
C  -31.4364  10.5238  0.0837  -0.6975
N  -28.0556  12.7986  -0.0407  -0.7637
H  -28.1573  15.1072  -1.3980  0.3617
H  -29.8652  15.0268  -1.7482  0.3699
H  -28.7311  13.8588  -2.4361  0.3166
H  -29.5370  14.1933  0.5470  0.3391
H  -30.3396  12.0677  -1.5250  0.3774
H  -31.3871  13.1336  -0.6028  0.4043
H  -31.0707  10.1018  -0.8524  0.3061
H  -32.4201  10.9772  -0.0382  0.2893
H  -31.5625  9.7823  0.8726  0.2562
H  -28.2302  12.3285  0.8360  0.3363
H  -28.0145  12.0243  -0.6879  0.2820

Force components x, y, z for each atom (eV/Å):
Sn 0.0402 0.6771 0.2831
Zn 0.8475 -0.2181 0.6639
B -2.0963 -0.5359 0.6587
H -1.2480 -3.6292 -2.6673
H 3.8611 1.2910 -1.6214
H -2.9511 3.2658 -0.3545
H 1.2665 -0.9521 4.6239
B 1.0025 -0.7939 -1.2832
H 1.9082 3.8233 -2.4267
H 2.8296 -2.9546 -0.4542
H -1.1128 1.7938 3.7749
H -4.6287 -2.2625 -1.0849
B 0.4169 1.1018 1.2646
H -1.4598 2.5439 -4.1162
H 4.2169 0.6838 1.0034
H -2.5033 0.8592 3.2921
H -0.5100 -4.2237 -1.3223
B -0.0249 -0.4449 0.1780
H 1.1795 -4.6714 0.5765
H -3.8162 -0.0579 2.7986
H 4.4940 1.6009 -0.6532
H -1.9203 3.3295 -3.2312
C 0.3646 0.6412 -0.4296
O -0.5038 -0.5454 0.5939
C 0.8233 1.4227 -0.0006
C -0.8825 -0.5729 -2.4944
N 1.0710 0.3895 1.0638
C 0.9885 0.6711 -0.7603
C -2.8883 -0.0315 0.0299
O 0.6403 -0.7189 0.4257
C -0.7916 0.2310 -1.4333
H 0.1573 -0.4956 0.6988
H -0.3071 -0.6092 0.5519
H 0.2469 0.9748 0.0889
H -0.1848 -0.3055 0.0705
H -0.0528 -0.3525 0.1074
H -0.0491 -0.4878 0.1055
H -0.2649 -0.0438 0.1255
H -0.1361 -0.5549 -0.0937
H -0.3513 -0.1928 0.7187
H 0.2744 0.4012 -0.0680
H 0.4550 0.1476 -0.0316
H 0.6471 -0.0116 0.7271
H 0.1526 0.2115 -0.0011
H 0.6792 0.0865 -0.3949
H -0.0795 -0.2722 0.3673
C 0.5375 0.0900 0.2335
O 0.1628 0.5396 -0.4964
C -0.3889 -1.5317 -0.1053
C 0.9148 1.1772 0.8020
N -2.3949 0.0574 -0.2554
C -0.3222 -1.7511 0.4148
C 0.4740 -0.2608 -1.7218
O 0.4163 0.3954 -0.5010
C 0.6948 0.9620 1.2591
H 0.2596 0.0861 0.0139
H -0.0622 0.1605 0.1220
H -0.5172 -0.3944 0.0598
H -0.1603 0.0065 0.1919
H 0.3365 0.0460 -0.2035
H -0.3501 -0.6102 -0.3580
H -0.0379 0.2538 0.1186
H 0.7779 0.1511 -0.3615
H 0.5034 -0.1208 0.2168
H -0.0217 1.1257 -0.1777
H 0.0039 -0.1835 0.6285
H -0.4009 -0.2300 0.8887
H 0.0969 0.2354 -0.8551
H -0.4120 0.0865 0.1124
H 0.1994 -0.4051 0.0429
C 0.3441 0.6614 -1.2466
C 0.3281 0.3235 0.6999
C 0.8524 0.3228 0.5999
O -0.5655 -0.0055 -1.0649
C -0.6810 -0.7823 0.9541
N -0.0909 -0.0428 -0.3184
H -0.1186 0.1550 0.0504
H 0.0820 -0.2087 -0.3336
H -0.7272 -0.2913 0.0089
H -0.3442 -0.3905 -0.0763
H 0.7607 -0.1975 0.3428
H -0.2212 0.3718 0.2915
H 0.3148 0.1475 0.1434
H 0.0963 0.1262 0.1282
H -0.0952 0.1881 -0.1631
H -0.3149 0.1279 0.4353
H 0.2336 -0.6076 -0.4118
C -0.9339 0.1656 0.4956
C 0.3331 0.1200 -2.3696
C 0.4112 1.1316 0.4958
O -0.2968 -0.9946 -0.1033
C 0.1174 1.2797 0.4329
N -0.0016 -0.1706 1.2472
H -0.0149 -0.1319 0.4975
H -0.0744 0.0558 -0.2479
H -0.1958 -0.4126 0.1149
H 0.1567 -0.2052 0.1825
H 0.2181 -0.1584 -0.2252
H -0.3493 0.0351 -0.0679
H -0.1743 -0.2782 0.0182
H -0.2273 -0.1437 -0.4116
H 0.5838 0.0845 0.0008
H 0.3786 -0.3036 0.3983
H 0.1072 -0.0659 -0.4370

***

Density functional theory data (the ωB97M-V functional and the def2-TZVPD basis) for one molecule with the formula C11H13NO.

2S+1 ... 1
E_HOMO ... -8.3 eV
Lowest unoccupied orbital energy ... 0.03068 Eh
SMILES ... C#CC[N@+](C)([O-])Cc1ccccc1
M ... 175.2 g mol⁻¹
Kohn-Sham gap ... 9.18 eV
Max |F| ... 11.38 eV/A

Last column: Mulliken charge in e.
CARTESIAN COORDINATES (ANGSTROEM)
O  0.5033  0.0472  3.3380  -0.9032
C  -2.1914  0.7149  -0.4698  0.1195
C  -1.6259  0.6747  0.6008  -0.4104
C  1.9203  2.3786  -1.7780  -0.2805
C  1.5095  1.1630  -2.2285  -0.7752
C  2.2586  2.7070  -0.4670  -0.5725
C  1.4073  0.1539  -1.2165  -0.4330
C  1.8638  1.8518  0.5124  -0.4363
C  1.5072  0.5488  0.1808  0.8858
C  -0.5835  -1.5269  2.3903  -1.2600
C  -0.8193  0.8087  1.8774  -1.0813
C  1.3462  -0.4835  1.2934  -0.9506
N  0.1728  -0.2341  2.2351  1.1584
H  -2.7669  0.9393  -1.3363  0.4567
H  2.1844  3.1879  -2.5063  0.2674
H  1.3995  0.9015  -3.2209  0.5243
H  2.7783  3.6086  -0.0351  0.2943
H  1.3316  -0.8810  -1.5635  0.2957
H  1.9734  2.0896  1.5354  0.4496
H  -1.6210  -1.4072  2.5636  0.3717
H  -0.0521  -2.1106  3.1425  0.4059
H  -0.5186  -2.1710  1.6196  0.4444
H  -1.5943  0.7801  2.7319  0.4400
H  -0.1957  1.7878  1.8671  0.3517
H  2.2530  -0.3322  1.8741  0.3086
H  1.3179  -1.4382  0.8182  0.3290

Force components x, y, z for each atom (eV/Å):
O 4.4750 3.4410 9.8792
C 0.3263 0.2976 1.3701
C 0.7873 0.2738 -0.3492
C 1.8675 3.3632 -1.4639
C 0.2416 -1.7132 4.0301
C -0.3251 1.0522 0.8165
C 0.1727 1.5668 0.8086
C 0.2249 -1.6647 -0.3825
C -0.7030 -1.5220 -2.1704
C 0.5020 -0.5740 0.9938
C -1.9109 2.1318 -1.3946
C 0.8552 2.0031 -1.7736
N -3.6186 -3.9400 -6.2276
H 0.0502 -0.3296 -0.1130
H -0.4465 -0.9011 0.3619
H -0.2576 -0.2055 -1.9236
H -0.7665 -0.5528 -1.5212
H -0.3484 0.2280 0.5911
H 0.2372 0.2777 1.0359
H -0.8030 0.5619 0.7314
H -0.2393 0.7063 0.5334
H 0.0967 -1.7456 -3.5330
H 1.6935 0.2233 -1.1837
H -1.5073 -1.6319 0.1174
H -0.4076 -0.5569 0.6376
H -0.1961 -0.7896 0.1295